[1]
{
  "formula": "C30H39Br12N3O6",
  "method": "wB97M-V/def2-TZVPD",
  "species": ["O", "N", "O", "C", "C", "C", "C", "C", "C", "H", "H", "H", "H", "H", "O", "N", "O", "C", "C", "C", "C", "C", "C", "H", "H", "H", "H", "H", "O", "N", "O", "C", "C", "C", "C", "C", "C", "H", "H", "H", "H", "H", "Br", "C", "C", "Br", "H", "H", "H", "H", "Br", "C", "C", "Br", "H", "H", "H", "H", "Br", "C", "C", "Br", "H", "H", "H", "H", "Br", "C", "C", "Br", "H", "H", "H", "H", "Br", "C", "C", "Br", "H", "H", "H", "H", "Br", "C", "C", "Br", "H", "H", "H", "H"],
  "positions_angstrom": [[4.1961, -3.1690, 1.7543], [3.7541, -2.4753, 2.6476], [3.9670, -1.2924, 2.7991], [3.0428, -3.1683, 3.7303], [2.7725, -2.4809, 4.9120], [2.0645, -3.1050, 5.9168], [1.6421, -4.4281, 5.7541], [1.9821, -5.1340, 4.6179], [2.7017, -4.4962, 3.6026], [3.2000, -1.5040, 5.0820], [1.7331, -2.4761, 6.7317], [1.0870, -4.8879, 6.5618], [1.8252, -6.1981, 4.5093], [2.8720, -5.0777, 2.7066], [-6.7575, -2.7686, 1.3228], [-5.9589, -3.4639, 1.9139], [-6.2460, -4.3755, 2.6618], [-4.5490, -3.2073, 1.6863], [-4.1067, -1.9320, 1.3906], [-2.7769, -1.6915, 1.1233], [-1.8308, -2.7040, 1.1815], [-2.2555, -3.9630, 1.6341], [-3.5977, -4.2013, 1.9036], [-4.8895, -1.1951, 1.2521], [-2.5343, -0.6871, 0.7958], [-0.7891, -2.5035, 0.9728], [-1.5565, -4.7537, 1.8591], [-3.8740, -5.1325, 2.3794], [-2.6538, 2.3072, 1.7380], [-2.5973, 2.1712, 0.5420], [-1.6387, 1.7132, -0.0433], [-3.6646, 2.7629, -0.2659], [-4.8511, 3.1444, 0.3255], [-5.8298, 3.7636, -0.4385], [-5.5714, 4.0741, -1.7610], [-4.3432, 3.7615, -2.3449], [-3.4194, 3.0685, -1.5940], [-4.9826, 2.9731, 1.3863], [-6.7763, 4.0933, -0.0336], [-6.3493, 4.5559, -2.3397], [-4.1351, 4.0787, -3.3562], [-2.4728, 2.7532, -2.0156], [0.4047, 2.4680, -4.3482], [1.8083, 3.8378, -4.6232], [2.3522, 4.1527, -3.2540], [3.8602, 5.4456, -3.4439], [1.3157, 4.7095, -5.0473], [2.5150, 3.4778, -5.3633], [2.8026, 3.2961, -2.7650], [1.6105, 4.6234, -2.6187], [3.9923, 3.4582, 4.7451], [2.4268, 2.2528, 4.4523], [2.4627, 1.7224, 3.0395], [0.9905, 0.3974, 2.8959], [1.5402, 2.8787, 4.4814], [2.4071, 1.4174, 5.1414], [3.3816, 1.2466, 2.7005], [2.2306, 2.4157, 2.2357], [0.4803, -1.5042, -1.3567], [1.9736, -0.4167, -0.7504], [1.8189, 1.0198, -1.2612], [3.3975, 2.0139, -0.6978], [2.9250, -0.8774, -1.0176], [2.0374, -0.5061, 0.3328], [0.9140, 1.4820, -0.8861], [1.7546, 0.9316, -2.3429], [0.8361, 5.1477, 2.6534], [1.2707, 6.2917, 1.1034], [1.8565, 5.4248, -0.0103], [0.5517, 4.1435, -0.6766], [2.0195, 7.0159, 1.4183], [0.4223, 6.8545, 0.7197], [2.6603, 4.8502, 0.4407], [2.1238, 6.0730, -0.8400], [3.1003, 0.4442, -4.8107], [1.5918, -0.8200, -4.9276], [2.0273, -2.0434, -5.7327], [3.0792, -3.2976, -4.5695], [0.8589, -0.3314, -5.5689], [1.1999, -1.0357, -3.9399], [2.5806, -1.7222, -6.6068], [1.1158, -2.5875, -5.9668], [-0.0815, -5.2432, -1.0980], [-0.4232, -5.3508, -3.0203], [-0.7443, -3.9749, -3.5694], [-1.1594, -3.9725, -5.4531], [-1.2629, -6.0307, -3.1135], [0.4998, -5.7092, -3.4642], [0.1475, -3.3640, -3.4262], [-1.5054, -3.4539, -2.9913]],
  "e_lumo_ev": -0.59,
  "smiles": "O=[N+]([O-])c1ccccc1.O=[N+]([O-])c1ccccc1.O=[N+]([O-])c1ccccc1.BrCCBr.BrCCBr.BrCCBr.BrCCBr.BrCCBr.BrCCBr",
  "orbital_gap_ev": 9.27,
  "e_homo_ev": -9.859,
  "energy_ev": -888999.9478,
  "e_above_lowest_kj_mol": 0.0,
  "total_charge": 0
}

[2]
{
  "formula": "C24H48BBr6ClN4O3P",
  "method": "wB97M-V/def2-TZVPD",
  "species": ["C", "C", "C", "C", "C", "C", "C", "C", "C", "C", "N", "C", "N", "C", "C", "C", "C", "C", "C", "N", "P", "O", "Cl", "N", "C", "B", "O", "O", "H", "H", "H", "H", "H", "H", "H", "H", "H", "H", "H", "H", "H", "H", "H", "H", "H", "H", "H", "H", "H", "H", "H", "H", "H", "H", "H", "H", "H", "H", "H", "H", "H", "H", "H", "H", "Br", "C", "C", "Br", "H", "H", "H", "H", "Br", "C", "C", "Br", "H", "H", "H", "H", "Br", "C", "C", "Br", "H", "H", "H", "H"],
  "positions_angstrom": [[2.2733, -2.9970, -3.8174], [2.0771, -1.5318, -4.4390], [3.4205, -0.8152, -4.9298], [0.8137, -0.9287, -4.5618], [0.5309, 0.4375, -5.3260], [0.9512, 1.7487, -4.4751], [-0.2658, 2.7549, -4.2256], [-0.1600, 3.9314, -5.3054], [-0.4277, 3.2518, -2.7207], [0.9145, 3.7941, -2.0534], [1.0696, 3.4356, -0.6079], [1.1852, 2.1978, -0.1380], [1.1500, 1.0825, -1.0537], [1.3426, -0.0199, -0.1874], [1.4029, -1.4159, -0.9242], [0.6394, -2.6112, -0.1871], [-0.6933, -3.1017, -0.9782], [-1.9975, -2.6431, -0.1749], [-0.6472, -4.7165, -0.8968], [1.4836, 0.3457, 1.1910], [1.7723, -0.7719, 2.5352], [2.7908, -0.0051, 3.6709], [-0.1374, -1.0745, 3.4434], [1.3744, 1.7268, 1.2008], [1.4798, 2.6620, 2.3527], [0.3075, 2.5249, 3.4744], [-1.0985, 2.5676, 3.2330], [0.7524, 2.3954, 4.8533], [1.3270, -3.4100, -3.3506], [3.0230, -2.8769, -2.9540], [2.7400, -3.7193, -4.5551], [3.7249, -1.1263, -5.9752], [4.2464, -1.2026, -4.2336], [3.3211, 0.3071, -4.8353], [-0.0535, -1.5130, -4.1016], [1.1761, 0.4081, -6.2703], [-0.5682, 0.4909, -5.6142], [1.7018, 2.3064, -5.1429], [1.5302, 1.4604, -3.5421], [-1.2235, 2.1778, -4.4793], [-1.0129, 4.6751, -5.2630], [0.8662, 4.4252, -5.1968], [-0.1351, 3.4203, -6.3317], [-1.2811, 4.0169, -2.7021], [-0.7955, 2.3703, -2.0963], [1.8692, 3.4602, -2.5826], [0.9202, 4.9363, -2.1271], [1.0998, 4.2207, 0.0542], [0.8719, -1.2605, -1.9284], [2.4863, -1.6400, -1.1910], [1.3572, -3.5054, -0.1965], [0.2984, -2.3855, 0.8679], [-0.6866, -2.8050, -2.0709], [-2.3434, -1.6547, -0.6391], [-1.8250, -2.4335, 0.9253], [-2.8164, -3.4428, -0.2224], [0.3201, -5.1203, -1.3648], [-1.5182, -5.2048, -1.4373], [-0.6294, -5.0837, 0.1882], [3.4813, 0.4330, 3.1215], [2.4835, 2.4435, 2.8641], [1.5366, 3.7585, 2.0452], [-1.4257, 1.6449, 3.3727], [1.0035, 1.4648, 5.0281], [-5.5818, 1.2185, 6.7068], [-3.6542, 1.0468, 6.9338], [-2.9290, 1.2775, 5.6325], [-3.0600, -0.2725, 4.4588], [-3.4704, 0.0620, 7.3614], [-3.3847, 1.8111, 7.6638], [-1.8599, 1.4120, 5.8071], [-3.3075, 2.1271, 5.0700], [-6.7249, 5.4111, 5.3688], [-4.7986, 5.2439, 5.6044], [-4.0662, 5.4682, 4.3050], [-4.1914, 3.9073, 3.1441], [-4.6161, 4.2609, 6.0380], [-4.5337, 6.0122, 6.3320], [-2.9984, 5.6040, 4.4841], [-4.4444, 6.3176, 3.7378], [2.5856, -6.2154, -0.8266], [2.3333, -7.2412, 0.8120], [1.9104, -8.6563, 0.5109], [0.0284, -8.7397, 0.0123], [1.6121, -6.6964, 1.4200], [3.3044, -7.2269, 1.3081], [1.9968, -9.2803, 1.4013], [2.4756, -9.1113, -0.3014]],
  "e_lumo_ev": -3.28,
  "orbital_gap_ev": 7.60,
  "e_homo_ev": -10.881,
  "energy_ev": -480505.3759,
  "total_charge": 1
}

[3]
{
  "formula": "C19H33F3N4O8P",
  "method": "wB97M-V/def2-TZVPD",
  "species": ["C", "C", "O", "N", "C", "C", "O", "P", "C", "O", "C", "F", "F", "F", "C", "C", "C", "C", "C", "C", "C", "C", "C", "C", "O", "C", "N", "H", "H", "H", "H", "H", "H", "H", "H", "H", "H", "H", "H", "H", "H", "H", "H", "H", "H", "H", "H", "H", "H", "H", "H", "H", "H", "H", "C", "N", "O", "O", "H", "H", "H", "C", "N", "O", "O", "H", "H", "H"],
  "positions_angstrom": [[4.6108, 2.5527, 0.6042], [4.0410, 1.1666, 0.8340], [4.1663, 0.6355, 1.9109], [3.3809, 0.5997, -0.2768], [4.1120, -0.3318, -1.0015], [5.0766, -1.2672, -0.2903], [3.9997, -0.4294, -2.2105], [1.4488, 0.3714, -0.0464], [1.2521, 2.2731, 0.2658], [1.3336, 2.5398, 1.7026], [0.2879, 3.1094, 2.2596], [0.0059, 4.3535, 1.7718], [-0.8640, 2.4013, 2.1492], [0.5296, 3.2572, 3.5831], [1.6084, -1.5689, -0.1976], [0.3511, -2.2664, 0.2478], [-0.2763, -1.9694, 1.4674], [-1.4331, -2.6245, 1.8544], [-1.9920, -3.6145, 1.0488], [-1.3823, -3.9459, -0.1564], [-1.9577, -5.0251, -1.0424], [-0.2282, -3.2636, -0.5400], [1.1920, 0.6743, -1.9155], [-0.1450, 1.2281, -2.3793], [-0.0083, 1.3083, -3.8358], [-1.3669, 0.3693, -2.0506], [-2.1022, 0.9364, -0.8970], [5.6969, 2.4880, 0.5358], [4.3254, 3.1975, 1.4352], [4.2287, 2.9817, -0.3185], [5.4625, -0.8774, 0.6449], [5.9085, -1.4536, -0.9708], [4.5678, -2.2153, -0.1255], [1.6915, 0.2172, 1.3683], [0.0385, 0.2323, 0.1728], [0.2671, 2.5850, -0.0794], [1.9981, 2.8956, -0.2289], [1.8147, -1.9097, -1.2124], [2.3963, -1.8870, 0.4892], [0.1408, -1.2080, 2.1129], [-1.8829, -2.3588, 2.8035], [-2.8977, -4.1213, 1.3634], [-2.5739, -5.7006, -0.4472], [-2.5582, -4.5993, -1.8458], [-1.1553, -5.6305, -1.4654], [0.2399, -3.5231, -1.4852], [1.9561, 1.3883, -2.2335], [1.3860, -0.2195, -2.5073], [-0.3394, 2.2509, -2.0473], [-0.7685, 1.8082, -4.1495], [-1.0754, -0.6436, -1.7758], [-2.0475, 0.3614, -2.9034], [-2.5436, 0.2202, -0.3404], [-2.7913, 1.6073, -1.2067], [-5.8491, 0.3727, -5.0268], [-4.6347, 0.6388, -4.2076], [-4.1322, -0.2894, -3.6191], [-4.2322, 1.7854, -4.1903], [-6.0865, -0.6809, -4.9463], [-6.6459, 0.9953, -4.6323], [-5.6168, 0.6551, -6.0488], [-0.9735, 1.7905, 6.2734], [-1.9868, 0.7043, 6.3797], [-2.8295, 0.8003, 7.2522], [-1.9046, -0.2081, 5.5902], [-1.1857, 2.5188, 7.0463], [0.0036, 1.3366, 6.4058], [-1.0517, 2.2246, 5.2810]],
  "e_lumo_ev": 1.83,
  "orbital_gap_ev": 6.23,
  "e_homo_ev": -4.403,
  "energy_ev": -60014.3627,
  "total_charge": -1
}

[4]
{
  "formula": "C4H5NO",
  "method": "wB97M-V/def2-TZVPD",
  "species": ["C", "C", "C", "C", "O", "N", "H", "H", "H", "H", "H"],
  "positions_angstrom": [[0.9875, -0.0300, -1.4240], [-0.1887, -0.3212, -0.5248], [-1.2758, -0.9467, -0.8861], [-0.0345, 0.0179, 0.9474], [1.0631, 0.0756, 1.4611], [-1.1999, 0.2265, 1.6148], [1.1364, 1.0507, -1.5078], [0.8453, -0.4493, -2.4223], [1.8796, -0.4659, -0.9666], [-1.1457, 0.4810, 2.5897], [-2.0671, 0.3615, 1.1185]],
  "e_lumo_ev": -0.72,
  "orbital_gap_ev": 9.72,
  "e_homo_ev": -10.438,
  "energy_ev": -7763.4605,
  "e_above_lowest_kj_mol": 295.8,
  "total_charge": 0
}